# C19H26I2N2O4PPdS4Sb

A structure of composition C19H26I2N2O4PPdS4Sb in a non-equilibrium geometry (the ωB97M-V functional and the def2-TZVPD basis, OMol25).

CARTESIAN COORDINATES (ANGSTROEM)
Pd  0.2942  -0.2732  -0.5780
I  4.9525  2.2724  4.9150
C  3.9449  1.2607  3.3948
C  4.0128  -0.1209  3.3197
C  3.3464  -0.7836  2.3050
I  3.4226  -2.8623  2.2629
C  2.6041  -0.1040  1.3180
O  2.0282  -0.7879  0.3697
C  2.5365  1.3082  1.4363
C  1.6983  2.0971  0.4710
N  0.2861  1.6550  0.4976
C  -0.3076  1.7130  1.8474
C  -0.3587  0.3650  2.5247
C  -0.0529  0.1894  3.8679
C  -0.2070  -1.0709  4.4206
C  -0.6801  -2.1036  3.6256
C  -0.9521  -1.8331  2.2937
N  -0.7774  -0.6322  1.7531
C  3.2012  1.9640  2.4597
H  4.5716  -0.6858  4.0529
H  2.0565  1.9766  -0.5554
H  1.7527  3.1650  0.7100
H  -0.2418  2.3017  -0.0818
H  -1.3318  2.0750  1.7310
H  0.2278  2.4280  2.4787
H  0.3105  1.0228  4.4556
H  0.0426  -1.2462  5.4590
H  -0.8203  -3.0998  4.0211
H  -1.3248  -2.6071  1.6312
H  3.1246  3.0428  2.5251
S  -0.9229  4.6111  -0.6813
Sb  -1.8675  3.6393  -2.5609
S  -1.8410  0.0575  -1.4060
S  -0.7399  1.3059  -2.5991
S  -3.2091  3.2373  -0.7356
C  1.8212  -4.7970  -0.5103
C  0.6021  -3.9065  -0.4655
O  0.3878  -3.3215  -1.7676
P  0.7797  -1.8204  -2.1040
O  2.3405  -1.8967  -2.3520
C  3.2242  -0.7620  -2.4095
C  4.5220  -1.1395  -1.7392
O  0.2165  -1.6778  -3.5783
C  -1.1286  -2.0115  -3.9866
C  -1.0449  -2.9874  -5.1354
H  1.9577  -5.2811  0.4580
H  2.7162  -4.2161  -0.7305
H  1.7011  -5.5667  -1.2727
H  0.7044  -3.1124  0.2802
H  -0.3024  -4.4782  -0.2553
H  2.7539  0.0843  -1.9040
H  3.3550  -0.5183  -3.4652
H  4.3379  -1.4031  -0.6987
H  5.2104  -0.2932  -1.7683
H  4.9919  -1.9842  -2.2428
H  -1.6057  -1.0746  -4.2717
H  -1.6721  -2.4304  -3.1405
H  -0.4756  -2.5628  -5.9617
H  -2.0495  -3.2214  -5.4913
H  -0.5632  -3.9125  -4.8206

Values from the calculation:
Kohn-Sham gap ... 0.1688 Eh
Charge ... 0
LUMO level ... -2.624 eV
Highest occupied orbital energy ... -7.2 eV
Electronic energy ... -110146.3306 eV
Energy above the lowest of the compared OMol25 structures with the same formula, charge and spin ... 115.15 kJ/mol

# C19H26N13O4PdS

A structure of composition C19H26N13O4PdS (the ωB97M-V functional and the def2-TZVPD basis, OMol25).

CARTESIAN COORDINATES (ANGSTROEM)
Pd  -0.0818  -0.0302  -0.1628
C  2.3033  -1.4483  1.5434
N  0.8836  -1.1734  1.7170
C  0.1687  -2.3872  2.1004
C  0.6817  -0.1232  2.7313
C  1.1704  1.2063  2.2199
C  1.9041  2.0795  3.0118
C  2.2948  3.3153  2.5093
C  1.9461  3.6694  1.2155
C  1.2243  2.7844  0.4182
C  0.8382  1.5405  0.9028
H  2.7481  -1.8203  2.4789
H  2.8208  -0.5355  1.2494
H  2.4426  -2.1981  0.7656
H  0.5238  -2.7648  3.0718
H  0.3429  -3.1604  1.3505
H  -0.8969  -2.1711  2.1633
H  1.1773  -0.4027  3.6752
H  -0.3959  -0.0755  2.9122
H  2.1681  1.7985  4.0268
H  2.8631  3.9982  3.1286
H  2.2383  4.6372  0.8232
H  0.9533  3.0750  -0.5925
N  -3.3113  0.8435  -1.3375
C  -2.2717  1.0608  -2.2077
N  -2.4496  1.5056  -3.4487
N  -1.2087  1.5981  -3.9452
N  -0.3417  1.2184  -3.0698
N  -0.9842  0.8702  -1.9355
C  -3.2355  0.2822  -0.0808
N  -4.3129  0.0659  0.6602
N  -3.8314  -0.4730  1.7938
N  -2.5516  -0.5712  1.7392
N  -2.1247  -0.1037  0.5423
H  -4.2361  1.0234  -1.6863
C  -0.3752  -0.8040  -6.4867
C  0.7848  -0.1618  -5.7481
S  2.3292  -0.8947  -6.2049
O  2.6792  -0.4969  -7.5470
O  2.2974  -2.3028  -5.8818
C  3.5133  -0.1005  -5.0922
C  4.0948  -1.0377  -4.0423
N  3.1093  -1.4375  -3.0408
C  2.4736  -0.5759  -2.2024
N  1.4799  -1.1721  -1.5665
C  1.4562  -2.4649  -1.9927
C  2.4557  -2.6476  -2.8986
N  2.8538  -3.8866  -3.4882
O  2.0564  -4.8006  -3.4103
O  3.9831  -3.9856  -3.9376
C  2.8497  0.8440  -1.9978
H  -1.2936  -0.3390  -6.1299
H  -0.4201  -1.8724  -6.2791
H  -0.2925  -0.6561  -7.5620
H  0.6877  -0.2809  -4.6690
H  0.8669  0.9035  -5.9621
H  3.0134  0.7538  -4.6349
H  4.3038  0.2745  -5.7415
H  4.9119  -0.5317  -3.5247
H  4.4864  -1.9405  -4.4976
H  0.7576  -3.1955  -1.6256
H  3.8455  1.0690  -2.3777
H  2.8167  1.0623  -0.9301
H  2.1034  1.4821  -2.4788

Values from the calculation:
Kohn-Sham gap (alpha / beta) ... 0.2250 / 0.2444 Eh
Charge ... -1
Spin multiplicity ... 3
LUMO level (alpha / beta) ... 1.535 / 1.531 eV
Highest occupied orbital energy (alpha / beta) ... -4.6 / -5.1 eV
Electronic energy ... -61998.5450 eV
Energy above the lowest of the compared OMol25 structures with the same formula, charge and spin ... 0.00 kJ/mol

# C19H26N2O4

A structure of composition C19H26N2O4 in a non-equilibrium geometry (the ωB97M-V functional and the def2-TZVPD basis, OMol25).

CARTESIAN COORDINATES (ANGSTROEM)
C  -0.6986  3.2034  -1.4677
C  -0.9088  1.7599  -0.8205
C  -2.0258  1.3258  -0.2103
C  -2.2278  0.2582  0.3860
C  -1.2586  -0.6002  0.2818
C  0.0919  -0.1551  -0.1876
C  0.2165  1.1807  -0.7769
N  1.5257  1.2279  -1.4991
C  1.8125  1.5755  -2.7757
O  0.8962  1.7189  -3.5660
C  3.4772  1.7616  -2.9057
C  3.6426  3.1267  -3.7264
H  2.4924  3.4595  -4.3589
C  3.7805  4.0328  -2.3349
H  4.2591  4.9118  -2.7355
C  4.4935  3.2736  -1.3916
H  4.1218  3.4380  -0.3738
H  5.5353  3.2920  -1.5876
O  4.0567  1.6581  -1.7050
H  2.8173  4.4110  -1.8827
H  4.4301  3.1186  -4.3248
H  3.7750  1.0924  -3.4734
H  2.4349  1.1160  -0.7508
C  1.3700  -1.1166  -0.0280
H  2.0277  -1.2880  0.5724
H  1.8616  -1.1959  -0.9978
H  0.7531  -2.1722  -0.1561
N  -1.0628  -1.9266  1.1824
C  -2.0248  -2.6709  0.9820
O  -3.0129  -2.7635  0.2179
C  -1.6955  -4.1184  1.8385
C  -3.0577  -4.4432  2.4929
H  -3.9166  -4.1825  2.0921
C  -2.9663  -3.5069  3.8248
H  -3.4624  -3.9081  4.7040
C  -1.2123  -3.7541  4.2058
H  -0.9760  -2.8845  4.4747
H  -1.0473  -4.3915  4.9054
O  -0.7208  -3.7588  2.8270
H  -2.9997  -2.4763  3.7553
H  -3.1387  -5.3878  3.0053
H  -1.2678  -4.6466  1.3333
H  -0.3853  -1.9338  1.7323
C  -3.5442  0.0943  1.0327
H  -3.1734  -0.3529  2.0001
H  -4.2495  0.7713  1.1441
H  -4.0959  -0.8103  0.6043
H  -3.0340  2.1859  -0.2765
H  -0.5415  2.9309  -2.6868
H  0.3537  3.7759  -1.2310
H  -1.5207  3.7439  -1.3641

Values from the calculation:
Kohn-Sham gap ... 0.3299 Eh
Charge ... 0
LUMO level ... 0.525 eV
Highest occupied orbital energy ... -8.5 eV
Electronic energy ... -31278.4780 eV
Energy above the lowest of the compared OMol25 structures with the same formula, charge and spin ... 1782.62 kJ/mol

# C19H26N8O3STi

A structure of composition C19H26N8O3STi (the ωB97M-V functional and the def2-TZVPD basis, OMol25).

CARTESIAN COORDINATES (ANGSTROEM)
Ti  0.8310  -0.2466  -0.8421
C  -1.4470  -4.7603  1.6231
N  -0.9398  -3.3944  1.5798
C  -0.3399  -2.9339  2.8247
C  -0.5386  -2.7953  0.4237
N  0.4558  -1.9884  0.3291
N  -1.3202  -3.0822  -0.6877
C  -1.2034  -2.4870  -1.9354
N  -1.9711  -3.1115  -2.8837
N  -0.5120  -1.4303  -2.1228
H  -2.3040  -4.8158  2.2937
H  -0.6754  -5.4423  1.9902
H  -1.7493  -5.1111  0.6408
H  -0.9627  -3.2774  3.6481
H  -0.3177  -1.8452  2.8533
H  0.6727  -3.3251  2.9712
H  1.0101  -1.9216  1.1749
H  -2.2240  -3.4876  -0.5029
H  -2.0236  -4.1169  -2.8455
H  -1.9385  -2.7238  -3.8124
H  -0.4541  -1.1424  -3.0956
O  2.9633  1.3962  2.2287
C  2.0825  1.0427  1.4546
O  2.2817  0.2568  0.4151
C  0.6860  1.4858  1.5826
C  0.2998  2.4328  2.5280
C  -0.9882  2.9008  2.5467
C  -1.9377  2.3745  1.6048
C  -3.2829  2.7668  1.5887
C  -4.1792  2.2385  0.6797
C  -3.7416  1.2925  -0.2425
C  -2.4196  0.8856  -0.2511
C  -1.4882  1.4144  0.6572
N  -0.1712  1.0010  0.6220
H  1.0562  2.7790  3.2208
H  -1.3101  3.6443  3.2653
H  -3.6130  3.5032  2.3133
H  -5.2139  2.5573  0.6852
H  -4.4357  0.8767  -0.9633
H  -2.0731  0.1639  -0.9807
S  0.1611  1.7150  -2.5424
C  1.3333  2.6639  -1.7458
N  1.0433  3.7562  -1.0113
C  2.2114  4.1887  -0.2345
C  3.3490  3.3548  -0.8631
N  2.6335  2.4600  -1.7697
H  0.1046  3.8567  -0.6593
H  2.0801  3.9534  0.8211
H  2.3762  5.2589  -0.3427
H  3.8984  2.7809  -0.1176
H  4.0459  3.9782  -1.4229
H  3.0288  1.5847  -2.1774
C  2.7840  -2.2932  -2.3937
C  2.5235  -0.8034  -2.1706
O  3.3583  -0.0415  -2.6651
H  3.6492  -2.4556  -3.0402
H  1.8981  -2.7700  -2.8247
H  2.9577  -2.7615  -1.4198

Values from the calculation:
Kohn-Sham gap (alpha / beta) ... 0.1626 / 0.2454 Eh
Charge ... 0
Spin multiplicity ... 3
LUMO level (alpha / beta) ... -0.323 / -0.325 eV
Highest occupied orbital energy (alpha / beta) ... -4.7 / -7.0 eV
Electronic energy ... -72142.1662 eV
Energy above the lowest of the compared OMol25 structures with the same formula, charge and spin ... 0.00 kJ/mol